The following is a quantum chemistry calculation of 11 unconnected molecules or ions with the total composition C37H81N7O15 in a non-equilibrium geometry, from the Open Molecules 2025 dataset.

XYZ file:
```
140
C37H81N7O15, DFT ωB97M-V/def2-TZVPD
C -4.023 -6.154 1.188
O -3.308 -6.820 1.929
N -4.499 -4.906 1.476
C -4.278 -4.341 2.756
C -5.342 -4.157 0.573
H -4.283 -6.516 0.204
H -3.532 -4.920 3.267
H -5.188 -4.338 3.345
H -3.997 -3.319 2.585
H -5.572 -4.636 -0.390
H -6.285 -3.833 1.067
H -4.833 -3.213 0.299
C 0.700 -3.740 0.056
O 0.797 -3.121 -1.000
N -0.353 -4.485 0.400
C -0.449 -5.089 1.703
C -1.459 -4.611 -0.459
H 1.486 -3.638 0.784
H -0.517 -6.180 1.599
H -1.382 -4.845 2.185
H 0.444 -4.820 2.284
H -1.267 -3.910 -1.271
H -1.494 -5.625 -0.850
H -2.383 -4.422 0.060
C 3.948 1.151 -1.966
O 4.445 2.207 -2.360
N 3.810 0.045 -2.733
C 3.321 -1.224 -2.254
C 4.337 0.096 -4.087
H 3.646 1.043 -0.927
H 3.072 -1.113 -1.223
H 4.050 -2.020 -2.367
H 2.411 -1.572 -2.764
H 5.207 -0.562 -4.096
H 3.652 -0.262 -4.826
H 4.590 1.127 -4.326
C 4.459 3.486 5.247
O 5.617 3.706 5.553
N 4.022 2.322 4.657
C 2.688 2.243 4.042
C 5.059 1.488 4.122
H 3.666 4.183 5.518
H 2.289 1.245 4.167
H 2.695 2.532 2.993
H 1.996 2.952 4.509
H 5.808 1.307 4.882
H 4.567 0.585 3.836
H 5.539 1.963 3.237
C -0.634 3.585 -4.034
O -1.079 4.691 -3.795
N 0.554 3.117 -3.664
C 1.423 3.898 -2.849
C 0.994 1.761 -3.925
H -1.229 2.905 -4.661
H 2.412 4.002 -3.351
H 1.676 3.338 -1.931
H 0.921 4.864 -2.698
H 1.987 1.833 -4.381
H 1.112 1.255 -2.970
H 0.268 1.224 -4.540
C -0.187 3.707 1.261
O -0.096 3.049 2.294
N -1.303 3.721 0.531
C -1.440 4.455 -0.697
C -2.407 2.864 0.914
H 0.615 4.384 1.006
H -1.742 3.844 -1.536
H -0.507 4.981 -0.901
H -2.235 5.190 -0.516
H -2.942 2.744 -0.018
H -1.979 1.922 1.223
H -2.986 3.362 1.701
C 0.654 0.271 0.606
O 1.330 0.871 -0.223
N -0.460 -0.397 0.340
C -0.853 -0.560 -1.005
C -1.276 -0.883 1.458
H 0.801 0.375 1.698
H -1.491 0.209 -1.439
H -1.476 -1.477 -1.000
H 0.068 -0.750 -1.566
H -2.182 -0.329 1.634
H -1.536 -1.928 1.318
H -0.621 -0.824 2.335
O -1.362 0.726 -6.359
C -2.130 -0.119 -6.710
O -2.213 -1.304 -6.082
C -1.411 -1.391 -4.872
C -0.053 -1.832 -5.252
C -2.930 0.027 -7.936
H -1.965 -1.998 -4.175
H -1.373 -0.393 -4.357
H 0.530 -1.062 -5.724
H -0.035 -2.751 -5.858
H 0.518 -2.014 -4.319
H -2.840 1.086 -8.210
H -3.987 -0.167 -7.762
H -2.634 -0.564 -8.790
O 6.560 -0.811 2.286
C 6.245 -0.300 1.267
O 5.079 -0.520 0.652
C 4.197 -1.569 1.225
C 4.712 -2.939 1.497
C 7.112 0.735 0.424
H 3.384 -1.629 0.525
H 3.836 -1.077 2.119
H 5.373 -3.323 0.713
H 3.896 -3.685 1.537
H 5.247 -3.009 2.431
H 6.603 1.647 0.106
H 7.274 0.271 -0.547
H 8.071 0.968 0.909
O -2.037 2.542 6.242
C -1.046 1.990 5.832
O 0.160 1.926 6.481
C 0.298 2.511 7.803
C 1.691 2.103 8.270
C -0.952 1.226 4.588
H -0.555 2.169 8.426
H 0.213 3.598 7.682
H 2.489 2.597 7.739
H 1.774 1.012 8.305
H 1.790 2.415 9.334
H -1.803 0.538 4.578
H -0.055 0.672 4.383
H -1.115 1.907 3.755
O -3.467 0.791 -3.407
C -4.627 0.880 -3.410
O -5.506 0.733 -2.369
C -4.990 0.378 -1.078
C -6.079 0.293 -0.019
C -5.405 1.160 -4.743
H -4.236 1.120 -0.818
H -4.493 -0.587 -1.138
H -5.647 0.009 0.976
H -6.813 -0.432 -0.333
H -6.559 1.268 0.102
H -4.708 1.605 -5.461
H -6.276 1.811 -4.575
H -5.781 0.196 -5.122
```

Output
HOMO level = -0.3222 hartree
SMILES = CCOC(C)=O.CCOC(C)=O.CCOC(C)=O.CCOC(C)=O.CN(C)C=O.CN(C)C=O.CN(C)C=O.CN(C)C=O.CN(C)C=O.CN(C)C=O.CN(C)C=O
Relative energy (zero: lowest compared OMol25 entry of this formula, charge and spin) = 375.8 kJ/mol
Energy = -80826.5406 eV
Frontier orbital gap = 8.6608 eV

Results of the Mulliken charge analysis, in e, for atoms 1 through 99: C 0.090; O -0.584; N 0.203; C -1.057; C -0.801; H 0.383; H 0.321; H 0.347; H 0.309; H 0.270; H 0.334; H 0.202; C 0.491; O -0.576; N 0.217; C -0.858; C -0.619; H -0.074; H 0.363; H 0.192; H 0.295; H 0.234; H 0.393; H -0.061; C 0.188; O -0.697; N 0.420; C 0.777; C -1.194; H 0.432; H -1.040; H 0.511; H -0.387; H 0.345; H 0.302; H 0.352; C -0.044; O -0.587; N 0.219; C -0.958; C -1.074; H 0.404; H 0.206; H 0.521; H 0.273; H 0.313; H 0.320; H 0.338; C 0.041; O -0.649; N 0.124; C -0.823; C 0.217; H 0.471; H 0.306; H 0.018; H 0.427; H 0.232; H -0.286; H -0.145; C -0.128; O -0.498; N 0.273; C -0.680; C -0.501; H 0.447; H 0.128; H 0.190; H 0.359; H 0.308; H -0.253; H 0.280; C -0.166; O -0.296; N 1.473; C -0.885; C -0.717; H -0.158; H 0.534; H -0.064; H -0.147; H 0.363; H -0.200; H 0.267; O -0.491; C 0.792; O -0.433; C 0.564; C -1.032; C -1.271; H 0.377; H -0.161; H 0.302; H 0.402; H -0.019; H 0.352; H 0.309; H 0.345; O -0.522


The following is a quantum chemistry calculation of 5 unconnected molecules or ions with the total composition C37H82Br2N3O20P6 in a non-equilibrium geometry, from the Open Molecules 2025 dataset.

XYZ file:
```
150
C37H82Br2N3O20P6, DFT ωB97M-V/def2-TZVPD
C 5.211 5.930 4.706
C 5.741 6.089 3.292
O 6.456 7.007 2.976
N 5.280 5.076 2.349
C 4.565 5.780 1.248
C 3.703 4.772 0.460
C 2.203 4.962 0.750
C 1.728 4.041 1.924
C 0.282 4.348 2.169
C -0.774 3.570 1.643
P -0.520 2.070 0.585
O -1.899 1.214 0.886
O 0.668 1.142 1.213
C -2.050 4.034 1.976
N -2.244 5.122 2.687
C -3.645 5.568 2.948
C -4.030 6.572 1.858
C -3.446 7.977 2.072
Br -3.812 8.700 3.838
N -1.314 5.895 3.216
C -0.095 5.465 2.950
P 1.290 6.490 3.724
O 0.612 7.935 4.010
Br 1.440 5.533 5.731
H 5.029 4.874 4.892
H 4.302 6.535 4.765
H 5.918 6.343 5.424
H 6.126 4.699 1.926
H 5.288 6.220 0.555
H 3.949 6.588 1.645
H 4.018 3.737 0.600
H 3.816 4.983 -0.609
H 1.980 5.986 1.061
H 1.586 4.737 -0.125
H 2.341 4.198 2.815
H 1.912 3.023 1.592
H -1.886 1.049 1.843
H 0.897 1.348 2.130
H -2.915 3.478 1.631
H -4.270 4.679 2.863
H -3.741 5.965 3.955
H -5.110 6.658 1.730
H -3.642 6.228 0.890
H -2.367 7.926 1.928
H -3.848 8.689 1.356
H 0.897 8.587 3.358
O -1.633 -1.098 -3.544
P -2.662 -2.136 -3.273
O -3.805 -1.897 -4.417
C -3.449 -1.980 -5.795
C -3.237 -3.417 -6.235
O -3.434 -1.507 -1.978
C -2.896 -0.398 -1.268
C -3.439 0.909 -1.822
O -3.207 -3.622 -2.823
C -2.369 -4.785 -2.952
C -0.918 -4.520 -2.616
H -2.560 -1.378 -6.001
H -4.277 -1.546 -6.357
H -2.324 -3.826 -5.791
H -3.139 -3.481 -7.319
H -4.072 -4.045 -5.918
H -1.807 -0.417 -1.283
H -3.200 -0.506 -0.229
H -3.337 0.959 -2.906
H -2.921 1.763 -1.383
H -4.504 1.000 -1.599
H -2.461 -5.187 -3.964
H -2.770 -5.539 -2.275
H -0.471 -3.811 -3.324
H -0.348 -5.448 -2.666
H -0.819 -4.094 -1.616
O -8.518 -1.168 -9.392
P -9.317 -1.802 -8.310
O -9.686 -3.288 -8.885
C -8.638 -4.179 -9.246
C -7.948 -4.766 -8.027
O -10.759 -1.068 -8.480
C -10.917 0.082 -9.310
C -11.321 -0.309 -10.718
O -9.724 -2.144 -6.746
C -8.744 -2.068 -5.700
C -7.780 -0.911 -5.862
H -7.916 -3.675 -9.894
H -9.097 -4.979 -9.826
H -7.358 -4.000 -7.510
H -7.269 -5.570 -8.315
H -8.679 -5.158 -7.320
H -10.010 0.687 -9.311
H -11.704 0.690 -8.862
H -10.667 -1.079 -11.127
H -11.297 0.558 -11.380
H -12.333 -0.718 -10.722
H -8.200 -3.015 -5.644
H -9.291 -1.961 -4.763
H -7.171 -1.024 -6.766
H -7.104 -0.859 -5.008
H -8.320 0.034 -5.944
O 7.982 4.879 8.624
P 9.406 4.928 9.114
O 10.103 4.593 7.642
C 9.994 5.526 6.585
C 10.908 6.721 6.792
O 9.446 3.419 9.759
C 8.255 2.734 10.141
C 7.730 1.872 9.009
O 10.965 5.031 9.729
C 11.443 6.238 10.337
C 10.394 6.941 11.172
H 8.956 5.852 6.463
H 10.284 5.005 5.671
H 10.548 7.344 7.619
H 10.944 7.345 5.898
H 11.919 6.395 7.035
H 7.498 3.435 10.490
H 8.515 2.098 10.990
H 7.654 2.433 8.077
H 6.747 1.468 9.256
H 8.409 1.039 8.821
H 11.831 6.906 9.563
H 12.287 5.959 10.968
H 9.559 7.287 10.548
H 10.821 7.811 11.669
H 9.987 6.268 11.928
O 0.533 -8.591 -2.119
P 1.011 -9.820 -1.430
O 0.187 -9.798 -0.013
C -1.235 -9.828 -0.027
C -1.770 -11.206 -0.373
O 2.462 -9.303 -0.903
C 3.033 -8.115 -1.461
C 2.598 -6.878 -0.713
O 1.523 -11.379 -1.263
C 1.157 -12.384 -2.222
C 1.150 -11.879 -3.649
H -1.625 -9.076 -0.720
H -1.561 -9.551 0.976
H -1.579 -11.441 -1.425
H -2.848 -11.256 -0.213
H -1.287 -11.971 0.234
H 2.782 -8.021 -2.517
H 4.116 -8.236 -1.403
H 1.515 -6.855 -0.597
H 2.918 -5.980 -1.244
H 3.025 -6.856 0.291
H 0.182 -12.801 -1.956
H 1.884 -13.190 -2.123
H 0.384 -11.107 -3.793
H 0.937 -12.693 -4.341
H 2.115 -11.439 -3.909
```

Output
Net charge = +1
HOMO level = -0.4015 hartree
Energy = -280933.7587 eV
Frontier orbital gap = 6.2782 eV

Results of the Mulliken charge analysis, in e, for atoms 1 through 99: C -0.598; C 0.467; O -0.549; N -0.306; C -0.469; C -0.907; C -0.454; C -1.284; C 0.300; C -0.461; P 0.282; O -0.389; O -0.497; C 0.260; N 0.549; C -0.917; C -0.522; C -0.596; Br -0.130; N -0.679; C 0.301; P 0.451; O -0.472; Br -0.221; H 0.317; H -0.097; H 0.324; H 0.285; H 0.357; H 0.345; H 0.431; H 0.367; H 0.261; H 0.506; H 0.047; H 0.753; H 0.337; H 0.409; H 0.616; H 0.336; H 0.469; H 0.374; H 0.319; H 0.255; H 0.459; H 0.359; O -0.769; P 1.034; O -0.140; C -0.352; C -1.110; O -0.404; C -0.250; C -0.908; O -0.338; C -0.189; C -0.990; H 0.270; H 0.312; H 0.308; H 0.435; H 0.281; H 0.327; H 0.258; H 0.294; H 0.196; H 0.260; H 0.242; H 0.273; H 0.378; H 0.265; H 0.318; O -0.757; P 1.149; O -0.346; C -0.374; C -0.712; O -0.369; C -0.315; C -1.030; O -0.342; C -0.233; C -1.110; H 0.277; H 0.341; H -0.017; H 0.426; H 0.261; H 0.315; H 0.336; H 0.280; H 0.354; H 0.281; H 0.223; H 0.326; H 0.329; H 0.378; H 0.340; O -0.740


The following is a quantum chemistry calculation of 10 unconnected molecules or ions with the total composition C37H82O13 in a non-equilibrium geometry, from the Open Molecules 2025 dataset.

XYZ file:
```
132
C37H82O13, DFT ωB97M-V/def2-TZVPD
C 7.256 -3.723 6.561
C 6.776 -2.373 6.295
C 5.287 -2.452 6.660
O 5.075 -3.811 7.158
C 6.346 -4.218 7.667
H 8.302 -3.673 6.863
H 7.232 -4.395 5.703
H 6.921 -1.966 5.295
H 7.228 -1.615 6.935
H 4.582 -2.296 5.844
H 5.012 -1.759 7.455
H 6.246 -5.300 7.751
H 6.372 -3.894 8.708
C 7.347 -6.410 -0.732
C 6.228 -7.293 -0.223
C 4.988 -6.433 -0.320
O 5.478 -5.104 -0.050
C 6.829 -4.968 -0.513
H 7.587 -6.724 -1.748
H 8.297 -6.556 -0.218
H 6.466 -7.570 0.804
H 6.087 -8.276 -0.672
H 4.185 -6.644 0.386
H 4.527 -6.457 -1.307
H 7.232 -4.445 0.355
H 6.856 -4.352 -1.412
C -2.424 1.791 6.180
C -2.599 3.235 6.324
C -1.677 3.529 7.517
O -1.967 2.423 8.358
C -2.202 1.276 7.535
H -1.578 1.636 5.510
H -3.284 1.398 5.637
H -3.623 3.536 6.545
H -2.265 3.760 5.429
H -1.948 4.419 8.086
H -0.614 3.606 7.289
H -3.093 0.838 7.985
H -1.303 0.660 7.546
C -3.855 0.648 -8.470
C -2.506 -0.096 -8.664
C -3.002 -1.450 -9.105
O -4.342 -1.572 -8.603
C -4.762 -0.390 -7.860
H -4.152 1.042 -9.441
H -3.653 1.498 -7.819
H -2.124 -0.148 -7.644
H -1.869 0.451 -9.358
H -2.353 -2.218 -8.684
H -2.901 -1.473 -10.190
H -4.559 -0.516 -6.797
H -5.815 -0.184 -8.052
C -10.215 1.037 1.888
C -9.751 -0.342 1.378
C -10.340 -1.286 2.421
O -11.207 -0.531 3.219
C -11.461 0.702 2.640
H -10.412 1.813 1.148
H -9.439 1.560 2.447
H -8.691 -0.498 1.178
H -10.275 -0.528 0.440
H -9.569 -1.611 3.119
H -10.780 -2.163 1.947
H -11.790 1.389 3.420
H -12.299 0.687 1.943
C 5.261 0.326 -7.473
C 5.873 0.115 -8.800
C 6.717 -1.150 -8.556
O 6.000 -1.851 -7.610
C 4.871 -1.137 -7.130
H 4.414 1.012 -7.450
H 6.008 0.776 -6.819
H 6.449 1.010 -9.034
H 5.146 -0.009 -9.603
H 7.689 -0.776 -8.234
H 6.816 -1.652 -9.519
H 4.793 -1.333 -6.061
H 3.966 -1.422 -7.667
C -0.102 -1.083 -1.227
O 0.599 -1.168 0.030
H -1.178 -1.017 -1.065
H 0.259 -0.303 -1.897
H 0.040 -1.953 -1.868
H 1.269 -1.850 -0.054
C -2.084 10.533 0.064
O -1.920 9.155 0.079
C -1.217 8.561 -1.020
C -1.510 7.055 -1.138
O -2.889 6.957 -1.541
C -3.421 5.651 -1.305
H -1.043 10.842 0.154
H -2.606 10.837 0.972
H -2.443 10.962 -0.872
H -0.155 8.650 -0.791
H -1.333 9.094 -1.964
H -1.302 6.505 -0.220
H -0.895 6.622 -1.926
H -3.498 5.376 -0.253
H -2.865 4.950 -1.927
H -4.416 5.606 -1.748
C -6.075 -7.152 -4.303
O -6.064 -7.185 -2.858
C -5.155 -6.162 -2.339
C -5.204 -6.165 -0.840
O -3.993 -5.648 -0.312
C -4.070 -5.443 1.135
H -5.138 -7.529 -4.715
H -6.200 -6.169 -4.756
H -6.852 -7.864 -4.582
H -5.361 -5.211 -2.830
H -4.139 -6.457 -2.600
H -5.170 -7.205 -0.514
H -6.072 -5.707 -0.366
H -4.217 -6.352 1.719
H -4.792 -4.698 1.470
H -3.120 -5.112 1.556
C 6.198 5.745 6.228
O 5.805 5.105 5.065
C 5.091 5.936 4.203
C 4.721 5.128 2.995
O 5.836 4.559 2.261
C 5.423 3.624 1.291
H 6.633 4.955 6.840
H 5.337 6.245 6.672
H 6.965 6.488 6.011
H 5.738 6.778 3.955
H 4.169 6.310 4.649
H 4.155 5.766 2.316
H 4.080 4.318 3.341
H 5.503 2.592 1.633
H 6.221 3.615 0.548
H 4.411 3.781 0.919
```

Output
HOMO level = -0.3490 hartree
SMILES = C1CCOC1.C1CCOC1.C1CCOC1.C1CCOC1.C1CCOC1.C1CCOC1.COCCOC.COCCOC.COCCOC.CO
Relative energy (zero: lowest compared OMol25 entry of this formula, charge and spin) = 0.0 kJ/mol
Energy = -66305.7846 eV
Frontier orbital gap = 9.7637 eV

Results of the Mulliken charge analysis, in e, for atoms 1 through 99: C -0.384; C -0.448; C -0.438; O -0.409; C -0.414; H 0.279; H 0.229; H 0.302; H 0.242; H 0.273; H 0.259; H 0.246; H 0.263; C -0.517; C -0.504; C -0.415; O -0.408; C -0.337; H 0.276; H 0.294; H 0.221; H 0.365; H 0.290; H 0.258; H 0.249; H 0.228; C -0.490; C -0.471; C -0.438; O -0.403; C -0.377; H 0.248; H 0.303; H 0.265; H 0.294; H 0.283; H 0.260; H 0.281; H 0.244; C -0.618; C -0.557; C -0.398; O -0.405; C -0.341; H 0.302; H 0.335; H 0.262; H 0.341; H 0.263; H 0.284; H 0.262; H 0.270; C -0.548; C -0.513; C -0.391; O -0.387; C -0.397; H 0.337; H 0.255; H 0.344; H 0.230; H 0.259; H 0.262; H 0.298; H 0.251; C -0.546; C -0.617; C -0.367; O -0.390; C -0.375; H 0.341; H 0.260; H 0.325; H 0.276; H 0.286; H 0.275; H 0.277; H 0.256; C -0.551; O -0.491; H 0.228; H 0.257; H 0.249; H 0.308; C -0.725; O -0.298; C -0.610; C -0.493; O -0.302; C -0.756; H 0.309; H 0.236; H 0.299; H 0.396; H 0.371; H 0.362; H 0.350; H 0.296; H 0.307


Q: Number 1 is which compound?
A: C37H81N7O15


Q: Number 2 is which compound?
A: C37H82Br2N3O20P6